Entry 1:
{"formula": "C3HNO2", "method": "the ωB97M-V functional and the def2-TZVPD basis", "symbols": ["O", "C", "C", "O", "C", "N", "H"], "coordinates": [[0.748, 0.155, -1.709], [0.592, 0.547, -0.477], [0.131, -0.415, 0.522], [0.891, -1.213, 1.029], [-1.229, -0.143, 1.034], [-2.314, 0.061, 1.379], [1.113, 1.070, -1.842]], "lowdin_charge": [0.118, 0.003, -0.437, 0.119, -0.112, 0.184, 0.125], "total_energy_ha": -320.004100, "largest_force_ev_per_a": 2.4, "orbital_gap_ev": 9.02, "homo_ev": -10.09, "lumo_energy_ha": -0.03919, "charge": 0, "relative_energy_kcal_mol": 59.7}


Entry 2:
{"formula": "C3HNO2", "method": "the ωB97M-V functional and the def2-TZVPD basis", "symbols": ["C", "C", "C", "N", "O", "O", "H"], "coordinates": [[-1.655, 0.907, -0.492], [-0.985, 0.138, 0.113], [1.427, -0.774, 0.283], [0.109, -0.348, 0.716], [2.024, -1.742, -0.032], [1.434, 0.506, 0.643], [-2.354, 1.313, -1.231]], "lowdin_charge": [0.142, -0.161, -0.484, 0.104, 0.194, 0.148, 0.057], "total_energy_ha": -319.962240, "largest_force_ev_per_a": 3.8, "smiles": "C#CN1OC1=O", "orbital_gap_ev": 9.49, "homo_ev": -10.07, "lumo_energy_ha": -0.02136, "charge": 0, "relative_energy_kcal_mol": 86.0}


Entry 3:
{"formula": "C3HNO2", "method": "the ωB97M-V functional and the def2-TZVPD basis", "symbols": ["C", "C", "C", "N", "O", "O", "H"], "coordinates": [[-1.802, -0.208, 0.159], [-0.681, 0.111, -0.098], [0.672, 0.457, -0.187], [1.626, -0.565, -0.388], [0.915, 1.673, -0.102], [2.120, -1.481, 0.253], [-2.851, 0.014, 0.363]], "lowdin_charge": [0.163, -0.049, -0.439, 0.045, 0.124, 0.090, 0.066], "total_energy_ha": -319.936961, "largest_force_ev_per_a": 3.7, "s2": 2.0151, "orbital_gap_ev": [9.22, 9.20], "homo_ev": [-9.78, -11.21], "multiplicity": 3, "lumo_energy_ha": [-0.02038, -0.07360], "charge": 0, "relative_energy_kcal_mol": 56.4}


Entry 4:
{"formula": "C3HNO2", "method": "the ωB97M-V functional and the def2-TZVPD basis", "symbols": ["C", "C", "C", "N", "O", "O", "H"], "coordinates": [[-0.173, 0.353, 0.211], [0.990, 0.979, 0.958], [0.422, 2.334, 0.683], [-1.084, 1.193, 0.294], [1.688, 0.463, 1.775], [0.605, 3.355, 0.142], [-0.302, -0.703, -0.228]], "lowdin_charge": [-0.133, -0.412, -0.133, 0.216, 0.099, 0.198, 0.164], "total_energy_ha": -319.956560, "largest_force_ev_per_a": 3.8, "s2": 2.0250, "orbital_gap_ev": [7.61, 7.71], "homo_ev": [-7.70, -10.95], "multiplicity": 3, "lumo_energy_ha": [-0.00353, -0.11922], "charge": 0, "relative_energy_kcal_mol": 44.1}


Entry 5:
{"formula": "C3HNO2S2", "method": "the ωB97M-V functional and the def2-TZVPD basis", "symbols": ["C", "C", "C", "H", "N", "O", "O", "S", "S"], "coordinates": [[-0.110, -0.435, 0.982], [-0.299, 0.470, -1.194], [-0.905, -0.463, -0.187], [2.173, 0.700, 1.251], [0.350, 0.991, 1.104], [0.080, -1.495, 1.710], [-0.601, 0.516, -2.287], [0.890, 1.609, -0.621], [-1.578, -1.893, -0.758]], "lowdin_charge": [-0.571, -0.879, -0.594, 0.286, -0.160, 0.011, 0.061, 0.925, 0.922], "total_energy_ha": -1116.269081, "largest_force_ev_per_a": 7.0, "orbital_gap_ev": 6.64, "homo_ev": -9.89, "lumo_energy_ha": -0.11952, "charge": 0, "relative_energy_kcal_mol": 145.8}


Entry 6:
{"formula": "C3HNO4", "method": "the ωB97M-V functional and the def2-TZVPD basis", "symbols": ["C", "C", "C", "H", "N", "O", "O", "O", "O"], "coordinates": [[-0.903, 0.409, -0.938], [0.166, -1.293, 0.158], [0.595, 0.916, 0.849], [0.578, -2.414, 0.113], [-0.681, -1.019, -0.638], [-1.416, 0.671, -1.970], [1.081, -0.337, 0.955], [1.313, 1.872, 1.143], [-0.733, 1.195, 0.328]], "lowdin_charge": [-0.352, -0.087, -0.473, 0.191, 0.174, 0.207, 0.094, 0.144, 0.100], "total_energy_ha": -470.578869, "largest_force_ev_per_a": 7.4, "smiles": "O=c1ncoc(=O)o1", "orbital_gap_ev": 11.08, "homo_ev": -11.69, "lumo_energy_ha": -0.02241, "charge": 0, "relative_energy_kcal_mol": 56.6}